Entry 1:
Entry from the Open Molecules 2025 dataset: a cluster of 2 separate species, C5H10N in total in a non-equilibrium geometry (ωB97M-V with the def2-TZVPD basis set).

Summary:
- total charge = +1
- electronic energy (eV) = -6825.336
- HOMO-LUMO gap (spin up / spin down) (eV) = 8.18 / 8.18
- energy relative to the best compared isomer or geometry (same formula, charge and spin) (eV) = 4.866
- 2S+1 = 1

CARTESIAN COORDINATES (ANGSTROEM)
C  -2.12794  0.58621  -0.29788
C  -1.10920  0.69092  0.59006
C  1.44264  0.83761  0.56552
C  0.86354  0.92554  -0.76583
C  0.34742  -1.96619  0.02039
N  0.13799  0.21414  0.28560
H  -3.03728  1.04557  -0.13095
H  -2.11771  -0.17384  -1.14988
H  -1.11006  1.48891  1.37329
H  2.10000  0.12107  1.09395
H  1.57035  1.83417  1.03002
H  0.36030  1.86108  -1.07083
H  1.13914  0.29698  -1.64324
H  -0.50050  -2.51346  -0.31481
H  1.05771  -1.92137  -0.71674
H  0.81197  -2.05738  1.04021

Forces on the atoms, in the same order (eV/Å):
C 2.34 -2.57 0.12
C -3.06 2.61 -0.45
C 0.79 0.39 1.96
C 0.28 -1.31 -2.65
C 0.74 2.27 3.19
N 1.26 -3.03 -1.07
H -1.64 1.01 0.40
H 0.24 1.26 1.15
H -0.26 -1.08 -0.34
H 0.19 0.33 -1.40
H -0.96 -0.69 0.27
H 0.59 -0.46 0.43
H 0.08 0.59 0.86
H -1.29 0.29 0.41
H 1.79 0.55 -1.78
H -1.09 -0.14 -1.09

Entry 2:
Entry from the Open Molecules 2025 dataset: the ion C5H10N with charge +1 in a non-equilibrium geometry (ωB97M-V with the def2-TZVPD basis set).

Summary:
- total charge = +1
- electronic energy (eV) = -6827.451
- SMILES = CC=C=[N+](C)C
- HOMO-LUMO gap (eV) = 10.26
- energy relative to the best compared isomer or geometry (same formula, charge and spin) (eV) = 2.751
- 2S+1 = 1

CARTESIAN COORDINATES (ANGSTROEM)
C  -1.60177  -0.18206  0.66737
C  -0.36720  -0.12294  0.91435
C  -2.13475  0.02748  -0.68232
C  1.09638  1.27506  -0.06162
C  1.81820  -1.25825  0.23661
N  0.84576  -0.07579  0.49070
H  -2.18667  -0.09213  1.57051
H  -2.77629  -0.77727  -1.00444
H  -1.32303  0.16810  -1.40447
H  -2.85735  0.77031  -0.49080
H  1.59023  2.01954  0.56740
H  1.76620  1.15839  -0.97530
H  0.02280  1.54031  -0.31485
H  2.57247  -1.23701  0.98747
H  1.33793  -2.17877  0.21595
H  2.19712  -1.03498  -0.71655

Forces on the atoms, in the same order (eV/Å):
C -1.43 0.18 2.50
C 4.37 -1.94 -2.17
C 0.06 -1.36 -0.46
C 0.09 0.35 -1.84
C -0.99 2.64 0.90
N -0.86 -0.52 1.27
H -0.85 -0.13 -0.08
H 0.10 -0.72 -0.13
H -0.65 0.44 0.00
H -0.48 1.74 -0.67
H -0.24 -0.45 0.38
H -1.12 0.12 0.99
H 1.92 0.77 -0.16
H 0.60 0.10 0.50
H -1.28 -1.42 0.19
H 0.76 0.20 -1.20

Entry 3:
Entry from the Open Molecules 2025 dataset: the ion C5H10N with charge +1 in a non-equilibrium geometry (ωB97M-V with the def2-TZVPD basis set).

Summary:
- total charge = +1
- electronic energy (eV) = -6827.240
- SMILES = C[C@]12C[C@H]1[C@@H]2[NH3+]
- HOMO-LUMO gap (eV) = 9.92
- energy relative to the best compared isomer or geometry (same formula, charge and spin) (eV) = 2.962
- 2S+1 = 1

CARTESIAN COORDINATES (ANGSTROEM)
C  -0.90216  -1.71450  0.41524
C  0.50597  -1.18908  0.53392
C  0.50685  -0.41839  -0.77639
C  -0.57732  -0.21014  0.17505
C  -1.34219  1.10446  0.60694
N  1.68067  0.51786  -0.72665
H  -1.16914  -2.29610  -0.52828
H  -1.66629  -2.11824  1.11882
H  1.27068  -1.05853  1.22940
H  0.57480  -0.99888  -1.78048
H  -2.40186  0.90048  0.73893
H  -1.26985  1.90996  -0.13959
H  -1.01698  1.42839  1.57075
H  2.71265  0.10126  -0.49505
H  1.59242  1.13139  0.06713
H  1.85917  1.02532  -1.61406

Forces on the atoms, in the same order (eV/Å):
C -0.80 -0.27 -2.38
C -2.08 0.55 -0.88
C 1.75 -2.83 -1.41
C -1.95 0.76 0.38
C 0.52 -1.44 -0.59
N 3.40 -0.43 -0.10
H 0.90 0.73 0.92
H 1.36 1.14 0.48
H 0.95 -0.47 1.32
H -0.63 1.14 1.64
H -0.02 -0.26 -0.25
H 0.25 -0.40 0.24
H 0.46 0.46 0.58
H -3.13 0.29 -0.85
H -0.44 1.00 0.17
H -0.56 0.04 0.71

Entry 4:
Entry from the Open Molecules 2025 dataset: a structure of composition C5H10N in a non-equilibrium geometry (ωB97M-V with the def2-TZVPD basis set).

Summary:
- total charge = +1
- electronic energy (eV) = -6827.356
- HOMO-LUMO gap (eV) = 12.03
- energy relative to the best compared isomer or geometry (same formula, charge and spin) (eV) = 2.845
- 2S+1 = 1

CARTESIAN COORDINATES (ANGSTROEM)
C  2.26821  -0.18975  -0.60554
C  0.36764  0.05201  -0.65848
C  2.60090  0.03478  0.79348
C  -2.55086  -0.17298  0.86750
C  -2.16978  0.26369  -0.53150
N  -0.79662  0.30054  -0.74184
H  2.48503  0.47352  -1.45193
H  2.34534  -1.14201  -0.96150
H  3.50934  -0.42244  1.04162
H  1.82151  -0.26771  1.53094
H  2.75099  1.02859  1.23477
H  -3.57024  0.21650  1.02552
H  -2.33260  -1.20955  1.17042
H  -1.88374  0.24862  1.73905
H  -2.51454  1.25530  -0.77340
H  -2.40097  -0.51067  -1.27029

Forces on the atoms, in the same order (eV/Å):
C -3.74 3.01 -0.68
C -2.46 0.91 -0.91
C -1.04 1.55 2.70
C 1.31 0.90 2.77
C -0.50 -0.87 -0.16
N 7.95 -1.37 1.16
H 0.28 0.31 0.74
H -0.04 -2.81 -0.61
H 1.29 -1.28 0.23
H 0.54 -0.80 -0.86
H -0.03 0.49 -1.33
H 0.35 -0.82 0.25
H -0.95 -0.09 -1.09
H -1.16 0.35 -1.94
H -0.64 0.10 -0.24
H -1.16 0.41 -0.04

Entry 5:
Entry from the Open Molecules 2025 dataset: a cluster of 2 separate species, C5H10N in total in a non-equilibrium geometry (ωB97M-V with the def2-TZVPD basis set).

Summary:
- total charge = +1
- electronic energy (eV) = -6825.595
- HOMO-LUMO gap (spin up / spin down) (eV) = 6.83 / 8.51
- energy relative to the best compared isomer or geometry (same formula, charge and spin) (eV) = 4.607
- 2S+1 = 1

CARTESIAN COORDINATES (ANGSTROEM)
C  -0.08921  0.57793  0.07377
C  -1.13611  -1.34779  2.50531
C  0.20768  -1.20872  1.80540
C  0.91318  1.11402  -2.16268
C  1.48573  1.39710  -3.38867
N  0.49303  0.80937  -1.10468
H  -0.96057  -0.01065  -0.00657
H  0.20444  1.27889  0.88858
H  -1.36667  -2.34704  2.96337
H  -1.31551  -0.49072  3.27959
H  0.98650  -0.56969  2.05477
H  0.47649  -1.93715  1.10274
H  -1.86223  -1.32271  1.63909
H  1.69375  2.41048  -3.61037
H  0.84930  1.18861  -4.23383
H  2.22981  0.68613  -3.72558

Forces on the atoms, in the same order (eV/Å):
C 0.78 -0.14 2.19
C 0.04 1.47 -0.20
C -2.09 -0.05 -0.03
C -1.75 -1.30 4.50
C 0.37 -0.81 -2.84
N 1.59 1.09 -3.53
H -1.12 0.10 0.19
H -0.78 -0.60 -0.91
H 0.76 0.80 -0.31
H 0.15 -1.72 -1.58
H 1.11 0.91 1.06
H 0.31 -1.13 -0.81
H 0.21 0.28 1.05
H 0.78 1.16 0.49
H -1.44 -0.17 0.01
H 1.08 0.11 0.73

Entry 6:
Entry from the Open Molecules 2025 dataset: the ion C5H10N with charge +1 in a non-equilibrium geometry (ωB97M-V with the def2-TZVPD basis set).

Summary:
- total charge = +1
- electronic energy (eV) = -6828.221
- SMILES = C=CC1([NH3+])CC1
- HOMO-LUMO gap (eV) = 10.29
- energy relative to the best compared isomer or geometry (same formula, charge and spin) (eV) = 1.981
- 2S+1 = 1

CARTESIAN COORDINATES (ANGSTROEM)
C  0.17377  1.42222  0.57866
C  0.57313  1.12932  -0.86651
C  -2.04372  -0.87569  -0.81503
C  -1.00482  -0.79681  0.05628
C  0.23748  -0.00043  0.13161
N  1.36285  -0.80825  0.62755
H  1.07326  1.81003  1.19382
H  -0.68980  1.82176  0.97971
H  -0.18649  1.05543  -1.63287
H  1.71246  1.20240  -1.11630
H  -1.91081  -0.20931  -1.75571
H  -2.96145  -1.42203  -0.64186
H  -1.23170  -1.37476  0.92217
H  1.14166  -1.03628  1.65694
H  2.26732  -0.26903  0.58501
H  1.48687  -1.64857  0.09653

Forces on the atoms, in the same order (eV/Å):
C 4.16 0.03 0.33
C 0.96 -1.53 0.91
C 2.82 2.69 -1.34
C -2.34 -0.88 -0.61
C -0.31 1.08 -1.24
N 0.71 0.99 2.58
H -1.42 -0.78 -0.98
H -1.98 0.71 0.02
H 0.42 0.87 -0.37
H -2.53 0.20 0.17
H -0.83 -1.45 1.40
H 0.26 -0.04 0.00
H 0.38 -0.46 1.08
H 0.77 0.04 -1.77
H -1.06 -0.61 0.22
H 0.01 -0.86 -0.38

Entry 7:
Entry from the Open Molecules 2025 dataset: the ion C5H10N with charge +1 in a non-equilibrium geometry (ωB97M-V with the def2-TZVPD basis set).

Summary:
- total charge = +1
- electronic energy (eV) = -6827.509
- HOMO-LUMO gap (eV) = 9.00
- energy relative to the best compared isomer or geometry (same formula, charge and spin) (eV) = 2.693
- 2S+1 = 1

CARTESIAN COORDINATES (ANGSTROEM)
C  1.22548  0.17350  1.17536
C  0.26209  -0.76474  1.25199
C  1.22444  1.00999  -0.08832
C  -0.74520  -0.97274  0.14504
C  -1.96786  -0.18324  -0.07785
N  0.58866  0.19369  -1.18066
H  1.86209  0.41692  1.96610
H  0.39580  -1.71728  1.81181
H  0.84936  2.03586  0.14619
H  2.29407  1.15115  -0.36602
H  -0.46533  -1.67102  -0.64324
H  -1.69583  0.90414  -0.04538
H  -2.88890  -0.33793  0.62994
H  -2.35077  -0.35257  -1.11618
H  0.34066  0.68568  -2.02205
H  1.07124  -0.57142  -1.58673

Forces on the atoms, in the same order (eV/Å):
C -2.83 -0.42 -1.56
C 0.01 -1.56 -0.91
C 1.91 -0.37 -0.20
C 2.69 2.27 -1.55
C -2.18 0.70 -0.09
N -1.58 0.95 1.56
H 1.26 -0.11 0.95
H -0.35 1.08 0.53
H -0.38 -0.87 -0.94
H -0.60 0.12 0.24
H -0.70 -0.99 0.89
H -0.34 -0.88 0.49
H 2.00 0.06 -0.93
H 0.28 -0.08 0.95
H -0.72 0.92 0.05
H 1.54 -0.82 0.52

Entry 8:
Entry from the Open Molecules 2025 dataset: the ion C5H10N with charge +1 in a non-equilibrium geometry (ωB97M-V with the def2-TZVPD basis set).

Summary:
- total charge = +1
- electronic energy (eV) = -6828.698
- SMILES = C=[N+]=C(C)CC
- HOMO-LUMO gap (eV) = 11.22
- energy relative to the best compared isomer or geometry (same formula, charge and spin) (eV) = 1.504
- 2S+1 = 1

CARTESIAN COORDINATES (ANGSTROEM)
C  0.70038  -0.61011  0.46921
C  -0.03471  0.62651  0.07216
C  0.07396  -1.92432  0.36040
C  0.08296  1.82260  0.99743
C  -1.35284  0.52250  -2.02396
N  -0.55967  0.65936  -1.05937
H  1.04165  -0.35692  1.49482
H  0.83747  -2.56441  0.89601
H  0.03490  -2.39184  -0.65480
H  -0.92643  -2.08411  0.80718
H  -0.01858  1.70012  2.05394
H  -0.56918  2.69540  0.63885
H  1.00781  2.38189  0.86254
H  1.72231  -0.59487  -0.05669
H  -0.94567  0.46376  -3.01563
H  -2.31788  0.23162  -1.70277

Forces on the atoms, in the same order (eV/Å):
C 2.34 1.86 0.76
C 1.18 0.74 1.15
C 0.23 -3.24 -0.13
C -1.06 2.70 -2.37
C 1.53 -0.70 1.26
N -0.80 0.44 -0.73
H -0.46 -0.62 -0.27
H -1.24 0.17 -0.41
H 0.04 0.79 0.54
H 0.65 0.42 0.05
H -0.32 -0.81 0.46
H 0.16 -1.53 0.62
H 0.77 -0.72 -0.14
H -1.49 0.10 0.23
H -0.25 0.59 -0.55
H -1.29 -0.19 -0.45

Entry 9:
Entry from the Open Molecules 2025 dataset: the ion C5H10N with charge +2 in a non-equilibrium geometry (ωB97M-V with the def2-TZVPD basis set).

Summary:
- total charge = +2
- electronic energy (eV) = -6814.929
- HOMO-LUMO gap (spin up / spin down) (eV) = 9.45 / 7.63
- energy relative to the best compared isomer or geometry (same formula, charge and spin) (eV) = 0.341
- 2S+1 = 2

CARTESIAN COORDINATES (ANGSTROEM)
C  -0.09034  1.63219  -1.81764
C  -0.41322  0.19818  -1.26880
C  0.16771  -0.13999  -0.01023
C  1.48349  0.09973  0.38838
C  -0.49505  -1.19110  2.10714
N  -0.69268  -0.88233  0.87357
H  -0.27710  2.36176  -1.04294
H  0.95036  1.72521  -2.14350
H  -0.71726  1.74701  -2.68966
H  -1.48900  -0.00226  -1.26994
H  0.03904  -0.54286  -1.98194
H  2.10521  0.82551  -0.13986
H  2.01235  -0.39853  1.19662
H  -1.27620  -1.72700  2.64400
H  0.40367  -0.96504  2.66637
H  -1.59366  -1.12651  0.45858

Forces on the atoms, in the same order (eV/Å):
C 0.73 -0.67 0.04
C -0.16 0.41 -0.62
C -0.23 -0.70 0.93
C 0.94 0.48 -0.10
C -0.31 -0.39 0.40
N 0.30 0.27 -0.10
H -0.31 0.27 0.00
H -0.18 -0.08 0.04
H -0.22 0.28 -0.10
H 0.07 -0.01 -0.08
H -0.07 0.23 -0.04
H -0.30 -0.15 -0.16
H -0.33 -0.09 0.09
H -0.08 0.00 -0.13
H 0.23 0.24 -0.20
H -0.09 -0.09 0.05

Entry 10:
Entry from the Open Molecules 2025 dataset: the ion C5H10N2 with charge -1 in a non-equilibrium geometry (ωB97M-V with the def2-TZVPD basis set).

Summary:
- total charge = -1
- electronic energy (eV) = -8323.703
- HOMO-LUMO gap (spin up / spin down) (eV) = 3.29 / 6.95
- energy relative to the best compared isomer or geometry (same formula, charge and spin) (eV) = 1.926
- 2S+1 = 2

CARTESIAN COORDINATES (ANGSTROEM)
C  -1.80831  -0.07398  0.05312
C  -0.68395  -1.07549  -0.01155
C  0.73647  -0.57376  -0.00034
C  1.33054  0.07485  1.08260
C  2.09804  0.34196  -1.63076
N  1.50968  -0.72165  -1.19513
N  -1.53384  1.00524  1.02246
H  -2.71861  -0.55644  0.22922
H  -2.10589  0.41872  -0.96054
H  -0.73741  -1.87262  0.87810
H  -0.80258  -1.74105  -0.86255
H  0.88740  -0.06378  2.03741
H  2.34207  0.42805  0.97028
H  2.12570  1.31296  -1.33109
H  2.85210  0.15860  -2.49884
H  -2.37910  1.05492  1.66107
H  -1.11230  1.88347  0.55655

Forces on the atoms, in the same order (eV/Å):
C 0.92 2.52 -1.87
C 1.12 -2.94 1.56
C 2.40 1.06 -0.89
C -0.99 -0.86 -1.32
C 3.65 -1.95 -3.84
N -3.84 -0.80 1.74
N -1.19 0.48 0.13
H -1.41 -0.93 1.03
H 1.20 -0.88 1.06
H -0.42 1.75 -1.15
H -0.01 0.12 -0.43
H -0.32 0.41 0.80
H 0.24 -0.04 0.13
H -0.45 2.67 1.63
H -1.16 0.32 1.19
H 1.69 1.05 -1.28
H -1.44 -1.97 1.52

Entry 11:
Entry from the Open Molecules 2025 dataset: an isolated molecule of C5H10N2 in a non-equilibrium geometry (ωB97M-V with the def2-TZVPD basis set).

Summary:
- electronic energy (eV) = -8326.417
- SMILES = [H]/N=C(\C=N\[H])C(C)C
- HOMO-LUMO gap (eV) = 10.29
- energy relative to the best compared isomer or geometry (same formula, charge and spin) (eV) = 0.916
- 2S+1 = 1

CARTESIAN COORDINATES (ANGSTROEM)
C  -0.05850  0.81500  -0.22802
C  0.79080  1.64989  0.73205
C  0.78366  0.28050  -1.37989
C  -0.78923  -0.25814  0.54715
C  -0.89035  -1.64915  0.03796
N  -1.32182  0.05232  1.65242
N  0.11709  -2.30935  -0.31683
H  -0.84416  1.46615  -0.63630
H  -1.80895  -0.70343  2.12979
H  -0.05130  -3.28362  -0.55890
H  -1.91147  -2.06225  0.12050
H  1.50580  -0.44391  -1.01418
H  1.23470  2.49354  0.20199
H  0.17260  2.01816  1.54751
H  1.58808  1.03461  1.14860
H  1.32142  1.10157  -1.85333
H  0.16168  -0.20187  -2.13048

Forces on the atoms, in the same order (eV/Å):
C 0.22 0.21 -0.06
C -0.18 0.06 -0.08
C 0.00 0.20 -0.01
C 0.01 0.25 0.14
C -0.76 -0.62 0.24
N -0.06 0.29 0.28
N 0.64 -0.11 -0.12
H 0.06 -0.07 0.03
H -0.03 -0.24 -0.26
H -0.38 0.10 0.09
H 0.20 -0.06 -0.10
H 0.06 -0.01 -0.09
H 0.03 -0.01 0.03
H 0.10 0.04 0.02
H 0.07 0.01 0.03
H -0.04 0.06 -0.04
H 0.06 -0.08 -0.11

Entry 12:
Entry from the Open Molecules 2025 dataset: an isolated molecule of C5H10N2 in a non-equilibrium geometry (ωB97M-V with the def2-TZVPD basis set).

Summary:
- electronic energy (eV) = -8324.704
- SMILES = C=NC(N)=C(C)C
- HOMO-LUMO gap (eV) = 8.48
- energy relative to the best compared isomer or geometry (same formula, charge and spin) (eV) = 2.629
- 2S+1 = 1

CARTESIAN COORDINATES (ANGSTROEM)
C  -1.32883  0.79178  -0.93398
C  -1.09906  -1.12011  0.69009
C  0.80388  0.49109  0.32345
C  -0.37250  -0.09774  -0.17018
N  1.13220  1.81034  0.14839
C  1.88388  -1.42121  -0.12019
N  1.85739  -0.35166  0.58952
H  0.40719  2.49513  0.27704
H  2.07832  2.06241  0.38752
H  -1.85427  -0.63484  1.31085
H  -1.60887  -1.84989  0.05219
H  -1.90022  1.45667  -0.27585
H  -0.79668  1.42240  -1.64520
H  -2.06178  0.17712  -1.45723
H  -0.39732  -1.68484  1.30232
H  2.52970  -2.21648  0.25808
H  0.72696  -1.33018  -0.73682

Forces on the atoms, in the same order (eV/Å):
C 0.19 -0.02 0.20
C 0.38 -0.56 -0.71
C -0.29 -0.48 -1.95
C -0.69 1.36 1.42
N -0.08 -0.34 0.12
C -2.71 0.99 0.25
N 0.86 -0.32 0.63
H 0.15 0.07 0.07
H -0.17 0.11 -0.02
H 0.02 0.01 0.11
H -0.11 0.05 0.09
H -0.07 0.02 0.08
H -0.03 -0.03 -0.14
H 0.02 0.02 -0.10
H -0.13 0.08 0.20
H -0.03 -0.08 -0.51
H 2.68 -0.87 0.27

The lowest electronic energy belongs to which entry? number 11